No. 1
Below is a single C3H3NO3 molecule in a non-equilibrium geometry, with properties calculated with the ωB97M-V functional and the def2-TZVPD basis.

Its strongest force on any atom is 1.1 eV/A. As for the calculated total energy: -396.54226 Eh. The HOMO energy is -10.4 eV. Its SMILES is [H]/N=C(/C=O)OC=O. The orbital gap is 10.0812 eV.

```
! RIJCOSX wB97M-V def2-TZVPD def2/J DEFGRID3
* xyz 0 1
C 0.498 -0.461 -0.146
O -1.660 1.255 0.551
C 1.160 0.614 0.725
N 1.384 -1.162 -0.690
O 2.327 0.771 0.480
H 1.113 -1.687 -1.504
H 0.657 1.199 1.501
H -2.795 -0.136 -0.422
C -1.825 0.241 -0.062
O -0.858 -0.634 -0.433
*
```

---

No. 2
Below is a single C3H3NO3 molecule in a non-equilibrium geometry, with properties calculated with the ωB97M-V functional and the def2-TZVPD basis.

Its strongest force on any atom is 2.3 eV/A. As for the calculated total energy: -396.51783 Eh. The HOMO energy is -9.9 eV. Its SMILES is [H]/N=C(/C=O)OC=O. The orbital gap is 9.5079 eV.

```
! RIJCOSX wB97M-V def2-TZVPD def2/J DEFGRID3
* xyz 0 1
N -1.037 0.913 -1.258
H 2.836 -0.467 0.073
C -1.300 -0.100 0.692
H -1.118 -0.355 1.736
C 1.781 -0.502 0.385
O -2.401 -0.169 0.204
H -0.724 0.816 -2.205
O 1.056 0.281 -0.451
O 1.346 -1.131 1.307
C -0.322 0.415 -0.349
*
```

---

No. 3
Below is 2 unconnected molecules or ions with the total composition C3H3NO3 in a non-equilibrium geometry, with properties calculated with the ωB97M-V functional and the def2-TZVPD basis.

Its strongest force on any atom is 1.4 eV/A. As for the calculated total energy: -396.47324 Eh. The HOMO energy is -9.6 eV. Its SMILES is O=C=NO.C=C=O. The orbital gap is 10.0581 eV.

```
! RIJCOSX wB97M-V def2-TZVPD def2/J DEFGRID3
* xyz 0 1
C -1.991 -0.512 0.004
O 1.369 1.456 -0.333
H -0.436 2.091 0.109
H 1.538 -1.372 1.007
C 1.445 0.302 -0.173
O -1.309 1.750 0.388
N -1.330 0.475 -0.103
H 1.588 -1.645 -0.809
C 1.552 -0.963 0.016
O -2.427 -1.582 -0.106
*
```

---

No. 4
Below is a single C3H3NO3 molecule, with properties calculated with the ωB97M-V functional and the def2-TZVPD basis.

Its strongest force on any atom is 0.6 eV/A. As for the calculated total energy: -396.48691 Eh. The HOMO energy is -9.2 eV. The orbital gap is 9.5012 eV.

```
! RIJCOSX wB97M-V def2-TZVPD def2/J DEFGRID3
* xyz 0 1
C -0.386 0.659 -0.421
H -0.403 1.634 -2.033
N -0.925 1.517 -1.164
O -1.465 -0.936 0.771
O 0.815 0.038 -0.801
O 1.311 -0.562 1.326
C -1.054 0.306 0.883
C 1.573 -0.535 0.156
H 2.474 -0.962 -0.303
H -1.942 -1.159 1.586
*
```